1.
ORCA calculation (ωB97M-V/def2-TZVPD) on a single C23H34N2O3 molecule.

```
62
Properties=species:S:1:pos:R:3:forces:R:3
C -5.878 1.045 3.779 0.023 -0.032 0.092
C -5.496 -0.287 3.141 -0.033 0.069 -0.106
C -4.035 -0.383 2.663 -0.016 -0.103 -0.056
C -3.247 -1.344 3.546 0.028 0.069 0.062
C -3.805 -0.712 1.165 0.001 -0.003 0.010
C -2.655 0.312 1.124 -0.001 0.002 0.007
C -2.627 1.250 -0.056 -0.002 0.035 0.021
O -3.643 1.635 -0.617 0.008 -0.007 -0.009
N -1.407 1.680 -0.438 0.002 -0.047 -0.019
C -0.037 1.442 0.009 -0.004 0.020 0.005
C 0.427 2.312 -1.201 -0.001 0.003 0.012
C 1.237 1.585 -2.257 -0.017 0.024 -0.022
C 2.658 1.721 -1.687 -0.004 0.025 -0.019
C 2.991 0.548 -0.766 0.138 -0.013 0.054
O 3.092 0.665 0.451 -0.054 -0.008 -0.010
N 3.149 -0.640 -1.369 -0.036 0.022 0.128
C 3.506 -1.868 -0.652 0.044 0.090 -0.008
C 5.001 -1.701 -0.398 -0.030 -0.027 -0.043
C 5.497 -1.588 -1.858 0.040 0.004 0.030
C 4.686 -1.415 -2.914 -0.005 0.006 0.028
C 3.200 -1.041 -2.739 0.006 -0.013 -0.146
C 2.103 -2.186 -2.789 -0.019 -0.041 0.043
C 1.319 -2.340 -1.424 -0.012 -0.017 -0.027
C 2.186 -2.361 -0.095 -0.025 -0.041 0.022
C 2.582 3.047 -0.911 0.023 0.000 -0.003
O 1.203 3.442 -0.892 -0.033 -0.050 0.037
C -1.052 2.624 -1.489 0.008 0.003 -0.016
C -3.233 0.926 2.427 0.011 -0.017 0.009
H -6.883 0.996 4.199 0.001 0.001 0.001
H -5.193 1.311 4.588 0.000 -0.001 -0.001
H -5.866 1.858 3.053 0.000 -0.001 0.000
H -5.691 -1.091 3.855 0.000 0.001 -0.002
H -6.160 -0.470 2.292 0.001 0.001 0.001
H -2.203 -1.417 3.233 0.000 -0.002 0.003
H -3.262 -1.014 4.588 0.000 0.000 -0.001
H -3.684 -2.345 3.502 0.001 0.000 0.001
H -3.564 -1.746 0.914 -0.007 0.002 -0.006
H -4.627 -0.359 0.543 -0.003 0.002 -0.001
H -1.680 -0.145 1.292 0.004 -0.002 0.000
H 0.210 1.892 0.972 -0.010 0.004 0.003
H 0.276 0.396 0.002 0.009 -0.001 0.001
H 0.915 0.554 -2.408 -0.003 0.006 0.012
H 1.148 2.121 -3.204 -0.002 0.002 -0.007
H 3.407 1.762 -2.478 0.002 0.012 0.007
H 3.600 -2.624 -1.423 0.027 -0.009 0.039
H 5.470 -2.573 0.063 -0.035 -0.018 -0.001
H 5.244 -0.825 0.203 0.019 0.007 -0.025
H 6.554 -1.753 -2.036 -0.002 0.007 -0.002
H 5.093 -1.461 -3.918 -0.011 0.009 -0.002
H 2.944 -0.234 -3.426 0.012 -0.019 -0.008
H 1.370 -1.960 -3.564 -0.014 0.007 0.007
H 2.565 -3.133 -3.076 -0.009 0.000 -0.006
H 0.719 -3.248 -1.491 -0.004 -0.003 -0.016
H 0.606 -1.516 -1.360 0.013 0.006 0.005
H 2.264 -3.372 0.309 0.013 -0.004 -0.019
H 1.755 -1.713 0.666 -0.018 0.005 -0.011
H 2.945 2.901 0.106 -0.002 0.020 -0.012
H 3.144 3.846 -1.393 -0.003 -0.007 -0.026
H -1.415 2.350 -2.480 -0.013 0.011 0.001
H -1.330 3.654 -1.263 0.008 0.005 -0.003
H -3.876 1.770 2.183 -0.006 0.000 -0.006
H -2.521 1.220 3.201 -0.005 0.008 -0.002
```
Forces are in eV/Å.

ΔE to the lowest compared entry with this formula, charge and spin ... 97.4 kcal per mole
SMILES string ... CC[C@]1(C)C[C@H](C(=O)N2CC3(C[C@H](C(=O)N4[C@H]5CC=C[C@H]4CCC5)CO3)C2)C1
HOMO level ... -9.069 eV
Spin multiplicity ... 1
E_tot ... -33522.97996 eV
HOMO-LUMO gap ... 9.7 eV

=====

2.
ORCA calculation (ωB97M-V/def2-TZVPD) on 5 unconnected molecules or ions with the total composition C27H61N3O5 in a non-equilibrium geometry.

```
96
Properties=species:S:1:pos:R:3:forces:R:3
C 10.096 8.966 8.494 -0.234 0.721 -0.534
C 9.129 9.995 7.896 0.860 0.382 -1.866
C 9.065 9.672 6.378 1.662 0.399 -1.792
C 7.773 9.797 8.456 -0.274 -0.684 0.626
C 6.765 10.849 8.125 0.491 0.611 -0.358
C 7.338 12.228 8.526 -1.023 -0.391 0.796
C 8.666 12.521 7.874 0.003 0.399 -1.287
C 8.457 12.730 6.325 -0.227 1.357 0.853
C 9.246 13.843 8.470 0.522 -1.207 -0.493
N 9.591 11.395 8.204 -0.182 -0.068 0.311
O 10.786 11.729 7.516 -0.838 -0.048 -1.204
H 9.700 7.983 8.256 0.143 -0.168 0.238
H 11.027 9.103 7.983 0.698 -0.235 -0.477
H 10.322 9.087 9.540 -0.355 0.056 0.606
H 9.954 10.158 5.816 -1.253 -0.808 1.013
H 9.106 8.578 6.124 0.020 0.874 0.635
H 8.186 10.055 5.853 -0.006 -0.024 0.359
H 7.475 8.806 8.072 -0.192 0.188 0.685
H 7.942 9.823 9.522 -0.422 -0.548 0.723
H 6.573 10.780 7.037 -0.331 0.363 0.538
H 5.857 10.670 8.692 -0.291 -0.065 -0.176
H 7.555 12.249 9.632 -0.576 -0.091 -0.810
H 6.535 12.974 8.297 1.014 -0.154 0.184
H 7.942 13.683 6.155 0.193 0.266 0.440
H 7.766 12.082 5.843 -0.212 -1.103 -0.174
H 9.366 12.816 5.755 0.500 -0.321 -0.023
H 9.728 13.605 9.441 -0.864 0.382 -0.188
H 8.440 14.601 8.475 0.616 -0.281 0.299
H 10.092 14.150 7.840 -0.692 0.066 0.073
H 11.541 11.321 7.943 0.399 0.100 0.885
C 15.888 7.286 7.678 -1.520 -0.543 2.928
C 14.820 8.355 7.894 0.845 0.909 1.348
C 14.269 8.740 6.550 -0.066 0.120 0.053
C 13.713 7.869 8.816 0.572 -0.647 1.748
C 14.147 7.792 10.353 -0.564 -0.632 -0.781
C 14.505 9.205 10.816 1.281 -0.782 -1.171
C 15.715 9.749 9.995 -0.081 -0.419 1.111
C 16.033 11.219 10.307 -2.833 0.273 0.104
C 17.001 9.042 10.375 -0.099 -1.390 -0.306
N 15.331 9.648 8.580 -0.840 -0.799 -1.596
O 16.360 10.178 7.702 -0.585 0.802 1.194
H 16.762 7.678 7.271 1.443 0.493 -0.890
H 16.085 6.862 8.691 0.362 0.140 -0.779
H 15.440 6.479 7.128 0.059 -0.310 -0.640
H 13.785 7.851 6.138 -0.508 0.227 0.074
H 13.592 9.600 6.708 0.216 -0.395 -0.709
H 15.099 8.917 5.864 -0.191 0.610 0.020
H 12.900 8.575 8.798 -0.413 0.358 -0.132
H 13.306 6.918 8.466 0.131 -0.062 -0.026
H 13.295 7.474 10.977 -0.008 0.014 -0.478
H 14.918 6.998 10.585 -0.489 1.081 -0.522
H 14.729 9.133 11.861 0.375 0.430 0.691
H 13.664 9.849 10.667 -0.652 0.433 0.049
H 15.188 11.867 9.977 0.565 -0.475 0.185
H 16.876 11.532 9.745 1.123 0.387 0.033
H 16.080 11.378 11.392 0.529 -0.117 -0.341
H 16.900 7.922 10.491 0.317 1.159 -0.609
H 17.342 9.392 11.337 0.168 0.259 0.295
H 17.688 9.387 9.597 0.462 -0.730 0.228
H 16.195 11.129 7.886 0.425 -0.500 -0.753
C 14.191 13.315 5.989 1.298 -1.088 -1.462
C 13.844 14.527 6.804 1.452 0.042 -0.285
C 14.784 15.688 6.363 0.136 -0.446 -1.246
C 12.389 14.794 6.643 -1.222 -0.345 0.052
C 11.855 15.847 7.640 -0.671 -1.466 -0.348
C 12.198 15.381 9.075 0.015 -0.822 -2.319
C 13.687 15.029 9.255 -0.667 1.168 2.090
C 14.510 16.358 9.324 -0.658 -1.693 -0.951
C 13.789 14.287 10.636 0.641 -0.165 -1.695
N 14.068 14.082 8.185 0.361 0.573 1.170
O 15.447 13.712 8.344 -1.304 -1.570 -0.117
H 15.306 13.180 5.979 -1.037 0.147 -0.472
H 13.810 12.376 6.362 -0.339 -0.132 0.733
H 13.749 13.325 4.972 0.638 0.508 0.294
H 15.841 15.539 6.682 -0.818 0.290 0.152
H 14.874 15.641 5.254 -0.242 -0.008 0.549
H 14.394 16.681 6.580 0.247 -0.112 0.193
H 12.149 14.804 5.533 0.053 0.776 1.356
H 11.931 13.856 7.003 -0.081 0.107 -0.357
H 12.166 16.823 7.506 1.441 2.064 -0.611
H 10.785 15.996 7.469 -0.107 -0.493 0.404
H 11.669 14.460 9.202 -0.364 -0.652 0.301
H 11.770 16.073 9.754 0.208 0.753 1.053
H 14.246 16.962 8.499 0.275 0.436 -1.298
H 15.562 16.173 9.381 0.752 0.204 0.049
H 14.203 17.005 10.086 -0.385 0.338 1.960
H 13.483 14.843 11.499 0.121 0.767 0.249
H 14.800 13.904 10.702 0.242 0.136 0.551
H 13.155 13.426 10.613 -0.513 -0.636 -0.136
H 15.913 14.508 8.466 1.169 1.726 0.182
O 10.460 11.459 11.095 -1.129 -0.142 0.849
H 11.377 11.564 10.936 1.561 0.180 -0.249
H 10.100 11.337 10.214 -0.373 0.060 -0.774
O 12.980 11.570 8.866 0.731 -0.299 0.216
H 13.559 12.368 8.730 -0.803 -0.386 -0.271
H 13.574 10.796 8.775 0.199 0.315 -0.022
```
Forces are in eV/Å.

ΔE to the lowest compared entry with this formula, charge and spin ... 16.5 kcal per mole
SMILES string ... CC1(C)CCCC(C)(C)N1O.CC1(C)CCCC(C)(C)N1O.CC1(C)CCCC(C)(C)N1O.O.O
HOMO level ... -8.323 eV
Spin multiplicity ... 1
E_tot ... -43692.29521 eV
HOMO-LUMO gap ... 8.9 eV

=====

3.
ORCA calculation (ωB97M-V/def2-TZVPD) on 2 unconnected molecules or ions with the total composition C3H12N2OS in a non-equilibrium geometry.

```
19
Properties=species:S:1:pos:R:3:forces:R:3
N -1.776 -0.301 -1.728 -1.820 -0.653 0.432
C -0.993 -0.670 -0.572 2.639 -0.315 0.440
C 0.536 -0.130 -0.833 -2.808 0.081 0.500
N 0.523 0.808 -1.916 1.137 1.351 1.419
C 1.137 0.225 0.519 -0.641 0.345 -0.245
S 0.553 1.792 1.222 0.084 -0.309 2.091
H -2.059 -1.153 -2.154 -0.203 -0.661 -1.017
H -2.682 0.125 -1.474 0.817 -0.205 0.124
H -0.793 -1.805 -0.282 -1.208 2.185 -0.955
H -1.377 -0.117 0.268 -0.028 -0.065 0.671
H 1.047 -0.973 -1.151 1.256 -1.816 -0.664
H -0.381 1.057 -2.247 -0.829 -0.016 0.183
H 0.999 0.473 -2.702 0.970 -0.499 -1.055
H 2.206 0.232 0.528 0.725 0.185 -0.339
H 0.862 -0.564 1.247 -0.088 0.459 -0.308
H 0.126 2.587 0.281 0.000 0.005 -1.415
O -0.161 -2.875 2.009 -1.132 0.414 -2.450
H 0.044 -3.446 1.187 -0.666 1.505 1.930
H -0.850 -2.177 1.702 1.796 -1.991 0.657
```
Forces are in eV/Å.

ΔE to the lowest compared entry with this formula, charge and spin ... 36.2 kcal per mole
SMILES string ... NC[C@@H](N)CS.O
HOMO level ... -8.692 eV
Spin multiplicity ... 1
E_tot ... -19167.17207 eV
HOMO-LUMO gap ... 9.2 eV

=====

Q: Which of these has the highest ΔE to the lowest compared entry with this formula, charge and spin?
A: C23H34N2O3

=====

Q: What is the HOMO level in the first record?
A: -9.069 eV

=====

Q: Look up the spin multiplicity of the second one.
A: 1

=====

Q: Number 3 is which compound?
A: C3H12N2OS